Entry 1:
{"formula": "C47H55BrCl2InNO7P2", "method": "ωB97M-V/def2-TZVPD", "charge": -2, "lumo_ha": 0.1495, "e_above_lowest_kj_mol": 23.0, "gap_ev": 5.830, "homo_energy_ev": -1.763, "symbols": ["In", "C", "C", "C", "P", "C", "C", "C", "C", "C", "C", "C", "C", "C", "C", "N", "C", "C", "C", "C", "C", "C", "C", "P", "C", "C", "C", "C", "C", "C", "H", "H", "H", "H", "H", "H", "H", "H", "H", "H", "H", "H", "H", "H", "H", "H", "H", "H", "H", "H", "H", "H", "H", "H", "H", "H", "H", "H", "H", "H", "H", "H", "H", "H", "H", "H", "H", "H", "H", "H", "Br", "C", "C", "C", "C", "C", "C", "C", "C", "C", "C", "H", "H", "H", "H", "H", "H", "C", "O", "H", "H", "H", "Cl", "C", "Cl", "C", "O", "O", "H", "O", "C", "O", "C", "C", "C", "C", "O", "C", "O", "C", "C", "H", "H", "H", "H", "H"], "coordinates": [[0.048, 0.193, 1.159], [1.755, -2.061, -4.329], [1.816, -1.613, -2.871], [2.566, -2.667, -2.057], [0.224, -1.198, -1.926], [-1.243, -1.966, -2.863], [-1.243, -3.476, -2.651], [-1.490, -1.598, -4.322], [-0.061, 0.529, -2.422], [0.554, 1.211, -3.460], [0.326, 2.564, -3.657], [0.956, 3.298, -4.806], [-0.479, 3.249, -2.753], [-1.090, 2.590, -1.710], [-0.911, 1.214, -1.537], [-1.490, 0.482, -0.519], [-2.785, 0.711, -0.194], [-3.661, 1.433, -1.032], [-4.949, 1.739, -0.653], [-5.449, 1.326, 0.574], [-6.837, 1.679, 1.031], [-4.647, 0.490, 1.346], [-3.372, 0.125, 0.960], [-2.360, -1.109, 1.800], [-3.151, -2.579, 0.808], [-2.640, -3.952, 1.226], [-4.669, -2.631, 0.636], [-2.925, -1.339, 3.584], [-1.741, -2.004, 4.290], [-4.209, -2.102, 3.878], [2.772, -2.144, -4.720], [1.284, -3.040, -4.407], [1.216, -1.360, -4.960], [2.393, -0.683, -2.808], [1.979, -3.580, -1.966], [3.520, -2.914, -2.530], [2.772, -2.291, -1.060], [-2.074, -1.544, -2.278], [-0.473, -3.950, -3.258], [-1.040, -3.700, -1.605], [-2.207, -3.913, -2.920], [-0.864, -2.185, -4.989], [-2.534, -1.795, -4.579], [-1.295, -0.539, -4.485], [1.233, 0.697, -4.128], [1.600, 2.633, -5.377], [0.190, 3.701, -5.474], [1.556, 4.134, -4.445], [-0.615, 4.317, -2.867], [-1.691, 3.135, -0.996], [-3.313, 1.752, -2.006], [-5.584, 2.307, -1.325], [-7.290, 2.421, 0.375], [-7.477, 0.794, 1.032], [-6.823, 2.076, 2.047], [-5.054, 0.112, 2.275], [-2.722, -2.357, -0.181], [-3.079, -4.260, 2.172], [-2.900, -4.705, 0.479], [-1.561, -3.941, 1.337], [-5.151, -3.030, 1.524], [-5.079, -1.646, 0.429], [-4.926, -3.287, -0.200], [-3.025, -0.321, 3.967], [-1.570, -2.998, 3.879], [-0.840, -1.410, 4.138], [-1.917, -2.101, 5.366], [-4.133, -3.143, 3.576], [-4.400, -2.077, 4.954], [-5.061, -1.655, 3.375], [0.957, -2.798, 1.259], [2.201, -2.435, 2.644], [3.031, -3.461, 3.011], [3.951, -3.292, 4.050], [4.012, -2.095, 4.702], [3.172, -1.024, 4.335], [3.266, 0.211, 5.003], [2.452, 1.250, 4.655], [1.525, 1.088, 3.617], [1.410, -0.083, 2.918], [2.226, -1.173, 3.273], [2.975, -4.406, 2.493], [4.600, -4.117, 4.317], [4.712, -1.938, 5.512], [4.002, 0.321, 5.790], [2.547, 2.207, 5.153], [0.888, 1.912, 3.345], [-2.116, 2.100, 2.745], [-1.488, 0.884, 2.633], [-3.029, 2.015, 3.366], [-2.432, 2.503, 1.771], [-1.466, 2.848, 3.222], [-0.703, 5.280, 0.526], [0.858, 4.918, 1.257], [0.848, 5.435, 2.948], [1.294, 3.366, 1.184], [2.486, 3.221, 1.382], [0.377, 2.585, 0.932], [1.611, 5.523, 0.749], [3.454, -0.496, 0.705], [2.917, 0.215, -0.136], [1.679, 0.284, -0.382], [3.786, 1.060, -1.059], [3.254, 2.213, -1.617], [4.005, 3.031, -2.453], [5.292, 2.629, -2.718], [6.244, 3.238, -3.526], [7.358, 2.384, -3.503], [7.121, 1.294, -2.653], [5.822, 1.462, -2.180], [5.098, 0.665, -1.330], [2.232, 2.461, -1.383], [3.602, 3.936, -2.878], [8.246, 2.940, -3.149], [7.559, 2.018, -4.528], [5.502, -0.231, -0.887]], "forces_ev_per_angstrom": [[-0.2, 0.8, 0.6], [0.0, 0.3, 0.1], [-0.2, 0.0, 0.1], [0.1, 0.3, 0.0], [-0.3, -0.7, -1.0], [0.3, 0.1, 0.1], [-0.1, 0.2, 0.1], [0.0, 0.0, 0.2], [-0.1, 0.0, 0.4], [-0.1, 0.2, 0.0], [0.2, 0.0, -0.1], [0.0, 0.0, 0.1], [0.0, -0.1, 0.0], [0.1, 0.0, 0.1], [0.2, 0.2, -1.0], [0.8, -0.2, 1.0], [-0.9, 0.0, -0.1], [0.1, -0.1, -0.2], [-0.2, -0.1, 0.2], [-0.2, 0.0, 0.1], [0.1, -0.1, 0.0], [0.0, 0.2, -0.2], [0.2, 0.1, 0.1], [-0.7, -0.8, -0.2], [0.1, 0.2, 0.2], [0.1, 0.2, -0.1], [0.1, 0.1, -0.1], [0.2, 0.1, -0.2], [0.0, 0.2, 0.0], [0.1, 0.2, -0.1], [0.1, -0.1, 0.0], [-0.1, -0.1, -0.1], [-0.1, 0.0, -0.1], [-0.1, 0.0, 0.0], [-0.1, -0.2, 0.0], [0.1, 0.0, -0.1], [0.0, -0.1, 0.2], [0.1, 0.0, 0.0], [0.1, -0.1, -0.1], [0.0, -0.2, 0.1], [-0.1, -0.1, 0.0], [0.1, 0.0, -0.1], [-0.1, 0.0, -0.1], [0.0, 0.1, -0.1], [0.0, -0.1, -0.1], [0.1, 0.0, -0.1], [0.0, 0.0, -0.1], [0.1, 0.1, -0.1], [0.0, 0.1, 0.0], [0.0, 0.0, 0.0], [0.0, 0.0, 0.1], [0.0, 0.1, 0.0], [0.0, 0.1, 0.0], [-0.1, 0.0, 0.0], [-0.1, 0.1, 0.1], [0.0, -0.1, 0.1], [0.0, 0.1, 0.1], [0.0, -0.1, 0.1], [0.0, -0.1, -0.1], [0.2, -0.1, 0.1], [-0.1, -0.1, 0.1], [-0.1, -0.1, -0.1], [0.0, -0.1, -0.1], [0.1, 0.0, -0.1], [0.1, -0.2, 0.0], [0.1, 0.0, 0.0], [-0.1, 0.0, 0.0], [-0.1, -0.1, 0.0], [0.0, 0.0, 0.1], [-0.2, -0.1, 0.0], [0.3, -0.1, 0.1], [0.1, -0.6, 0.1], [-0.4, 0.0, -0.3], [0.2, 0.1, 0.2], [0.1, -0.2, 0.0], [-0.2, -0.2, -0.2], [0.0, 0.3, 0.1], [0.3, 0.0, 0.2], [-0.1, -0.1, -0.1], [-0.7, 0.2, -0.9], [0.3, 0.2, 0.4], [0.0, -0.1, -0.1], [0.0, 0.0, 0.1], [0.1, 0.0, 0.1], [0.1, 0.0, 0.1], [0.0, 0.0, 0.0], [-0.1, 0.2, 0.0], [0.0, 0.2, 0.0], [0.7, -0.2, -0.1], [0.0, 0.0, 0.0], [0.0, 0.2, 0.0], [0.0, 0.1, 0.0], [-0.3, 0.1, -0.2], [0.6, -0.6, -0.4], [0.1, 0.1, 0.5], [0.1, 1.7, 0.0], [0.7, -0.2, 0.1], [-1.1, -1.3, -0.1], [-0.2, -0.2, 0.1], [0.4, -0.2, 0.0], [1.0, -0.1, 0.0], [-0.9, 0.5, 0.3], [-0.2, 0.0, 0.1], [-0.1, -0.2, 0.1], [0.4, 0.1, -0.2], [0.2, -0.4, 0.1], [-0.5, 0.1, 0.2], [1.0, 0.1, -0.7], [-0.3, -0.3, 0.4], [-0.2, 0.5, -0.3], [0.2, 0.1, -0.1], [-0.1, 0.0, 0.0], [-0.1, 0.1, -0.1], [-0.2, -0.1, 0.0], [-0.1, 0.0, 0.3], [0.0, -0.1, 0.1]]}

Entry 2:
{"formula": "C2H5Cl3Si", "method": "ωB97M-V/def2-TZVPD", "lumo_ha": [-0.0363, 0.0031], "e_above_lowest_kj_mol": 535.0, "gap_ev": [6.903, 8.112], "homo_energy_ev": [-7.891, -8.027], "symbols": ["C", "C", "Si", "Cl", "Cl", "Cl", "H", "H", "H", "H", "H"], "coordinates": [[1.478, -0.232, -1.037], [0.075, -0.552, -1.168], [-1.458, 0.468, 1.668], [-0.697, -0.077, -2.489], [-0.845, 2.246, 2.364], [-0.839, -0.991, 2.912], [1.636, 0.867, -1.343], [1.810, -0.250, -0.007], [2.158, -0.733, -1.771], [-0.433, -1.355, -0.733], [-2.884, 0.609, 1.605]], "forces_ev_per_angstrom": [[1.6, 2.5, -0.8], [0.5, -0.4, 2.0], [0.7, -0.2, -1.4], [-1.8, 1.3, -3.2], [0.4, 1.0, 0.4], [0.1, -0.6, 0.5], [-0.4, -1.3, 0.4], [0.3, -0.6, 0.1], [-0.5, -0.2, 0.8], [-0.1, -1.2, 1.0], [-1.0, -0.2, 0.1]]}

Which DFT total energy belongs to each record? In order, -184296.3799, -47599.2500 eV.